# 1
86
Properties=species:S:1:pos:R:3 method="wB97M-V/def2-TZVPD" de_lowest_kcal_mol=4.0 lumo_energy_ha=0.079 total_energy_ev=-104302.641 total_charge=-1 orbital_gap_ha=0.2664 multiplicity=1
In -1.18 0.27 0.58
C -1.74 3.20 2.02
N -1.32 1.85 2.41
C 0.03 1.86 2.99
C 1.06 1.73 1.87
N 0.94 0.49 1.13
C 1.81 -0.52 1.44
C 2.22 -1.43 0.44
F 1.71 -1.29 -0.79
C 3.12 -2.45 0.64
F 3.46 -3.25 -0.38
C 3.72 -2.62 1.88
F 4.62 -3.60 2.08
C 3.37 -1.76 2.89
F 3.91 -1.91 4.11
C 2.44 -0.76 2.68
F 2.13 -0.01 3.76
C -2.33 1.27 3.29
C -2.10 -0.21 3.60
N -1.64 -0.98 2.46
C -1.49 -2.31 2.68
C -0.82 -3.12 1.74
F -0.36 -2.53 0.62
C -0.58 -4.47 1.86
F 0.07 -5.12 0.89
C -1.00 -5.15 2.99
F -0.78 -6.47 3.12
C -1.66 -4.43 3.95
F -2.10 -5.05 5.06
C -1.90 -3.07 3.81
F -2.59 -2.52 4.84
H -1.89 3.82 2.91
H -2.67 3.14 1.45
H -0.99 3.66 1.38
H 0.12 1.01 3.66
H 0.18 2.78 3.58
H 2.07 1.86 2.28
H 0.91 2.56 1.17
H -3.29 1.40 2.79
H -2.37 1.82 4.24
H -3.06 -0.56 3.98
H -1.39 -0.30 4.43
S -1.16 2.16 -1.13
C -2.63 1.74 -1.98
C -2.71 2.09 -3.32
C -3.83 1.81 -4.10
C -3.86 2.21 -5.47
N -3.87 2.54 -6.58
C -4.91 1.12 -3.51
C -4.83 0.75 -2.18
C -3.71 1.04 -1.38
S -3.74 0.52 0.28
C -6.08 0.79 -4.27
N -7.02 0.53 -4.87
H -1.88 2.61 -3.78
H -5.65 0.21 -1.73
C -1.77 -2.53 -3.68
C -2.55 -2.78 -2.56
C -2.32 -2.05 -1.41
N -1.38 -1.11 -1.34
C -0.62 -0.87 -2.41
C -0.79 -1.56 -3.60
H -1.93 -3.08 -4.60
H -3.34 -3.53 -2.58
H -2.92 -2.19 -0.52
H 0.12 -0.09 -2.32
H -0.15 -1.32 -4.44
O 2.10 0.87 -2.83
C 2.91 1.76 -2.73
C 2.64 3.04 -1.98
C 3.58 3.03 -0.74
C 3.95 1.63 -0.22
C 5.13 0.94 -0.92
C 4.86 0.49 -2.36
N 4.24 1.58 -3.13
H 1.59 3.04 -1.69
H 2.83 3.92 -2.60
H 3.09 3.59 0.06
H 4.50 3.58 -0.97
H 3.06 1.00 -0.26
H 4.21 1.72 0.84
H 5.43 0.07 -0.33
H 5.99 1.63 -0.92
H 4.17 -0.35 -2.39
H 5.79 0.18 -2.85
H 4.77 2.43 -3.00

---

# 2
72
Properties=species:S:1:pos:R:3 method="wB97M-V/def2-TZVPD" lumo_energy_ha="0.010 / -0.016" total_energy_ev=-125490.521 s2=3.88 orbital_gap_ha="0.2533 / 0.2823" multiplicity=4
Tc -0.21 0.43 0.19
O 2.32 1.44 -0.83
C 1.51 0.57 -1.03
C 1.71 -0.36 -2.22
C 2.95 -0.39 -2.85
C 3.16 -1.24 -3.92
C 2.13 -2.06 -4.38
C 0.89 -2.02 -3.77
C 0.68 -1.17 -2.69
P -0.94 -1.00 -1.89
C -1.73 -2.62 -2.05
C -1.46 -3.58 -1.08
C -2.02 -4.84 -1.18
C -2.86 -5.15 -2.23
C -3.15 -4.19 -3.19
C -2.59 -2.92 -3.10
C -1.89 0.16 -2.90
C -3.19 0.44 -2.45
C -3.94 1.43 -3.07
C -3.40 2.15 -4.12
C -2.11 1.87 -4.56
C -1.36 0.88 -3.95
H 3.74 0.25 -2.48
H 4.13 -1.27 -4.40
H 2.30 -2.72 -5.22
H 0.09 -2.65 -4.14
H -0.81 -3.33 -0.24
H -1.80 -5.59 -0.42
H -3.31 -6.13 -2.30
H -3.82 -4.42 -4.01
H -2.82 -2.17 -3.85
H -3.60 -0.10 -1.61
H -4.94 1.65 -2.71
H -3.97 2.93 -4.60
H -1.68 2.44 -5.38
H -0.35 0.68 -4.30
Br -7.50 5.17 0.49
C -5.91 4.15 0.41
C -5.86 2.92 1.05
C -4.69 2.17 0.99
C -3.59 2.66 0.30
C -3.65 3.89 -0.34
C -4.81 4.64 -0.28
C -2.34 1.86 0.22
O -1.33 2.30 -0.38
O -2.31 0.70 0.74
H -6.72 2.55 1.59
H -4.62 1.22 1.49
H -2.78 4.25 -0.87
H -4.88 5.61 -0.77
C -0.57 -2.12 3.07
C 0.17 -0.78 2.94
C 1.42 -0.81 3.83
C 0.57 -0.67 1.48
C -0.69 0.41 3.35
C -1.94 0.28 3.95
C -2.71 1.39 4.26
C -2.25 2.66 3.97
C -1.00 2.82 3.39
C -0.22 1.70 3.10
H 0.06 -2.92 2.69
H -1.50 -2.11 2.50
H -0.79 -2.35 4.11
H 2.04 -1.68 3.58
H 1.14 -0.88 4.88
H 2.02 0.09 3.69
H 1.39 -1.37 1.25
H -2.33 -0.71 4.17
H -3.68 1.25 4.72
H -2.86 3.53 4.20
H -0.62 3.81 3.17
H 0.75 1.84 2.65

---

# 3
77
Properties=species:S:1:pos:R:3 method="wB97M-V/def2-TZVPD" de_lowest_kcal_mol=117.9 lumo_energy_ha="-0.003 / -0.010" total_energy_ev=-93264.378 s2=6.23 orbital_gap_ha="0.1886 / 0.1618" multiplicity=5
Fe -0.12 0.15 0.51
O -1.97 -2.05 -2.65
C -1.26 -2.14 -1.42
N -1.30 -3.25 0.66
C -0.10 -3.72 -0.03
C 0.15 -5.19 0.01
C 1.39 -5.68 -0.17
C 2.51 -4.80 -0.20
C 2.37 -3.49 0.17
C 1.12 -2.93 0.46
N 0.92 -1.76 1.13
C 1.83 -1.36 2.06
O 2.89 -1.92 2.36
C 1.36 -0.20 2.87
C 1.83 -0.03 4.17
C 1.31 0.97 4.97
C 0.31 1.79 4.44
C -0.08 1.58 3.13
N 0.43 0.62 2.35
C 0.72 -0.59 -2.00
C 1.42 -1.50 -3.00
C 2.18 -0.56 -3.88
C 2.79 0.50 -3.28
C 2.57 0.75 -1.90
N 1.54 0.25 -1.24
H -0.72 -5.83 0.04
H 1.56 -6.74 -0.25
H 3.48 -5.20 -0.43
H 3.25 -2.88 0.31
H 2.60 -0.70 4.53
H 1.64 1.10 5.99
H -0.13 2.58 5.02
H -0.83 2.20 2.66
H 2.14 -2.16 -2.48
H 2.29 -0.78 -4.92
H 3.45 1.15 -3.83
H 3.22 1.41 -1.34
C -2.76 -0.25 2.46
C -3.20 0.67 1.36
C -4.43 1.30 1.41
C -4.83 2.11 0.35
C -4.00 2.20 -0.75
C -2.78 1.54 -0.73
N -2.37 0.81 0.31
Sb -1.68 1.64 -2.63
C 0.03 2.73 -1.85
C 0.73 3.48 -2.78
C 1.87 4.16 -2.38
C 2.24 4.05 -1.05
C 1.49 3.27 -0.18
C 1.95 3.12 1.23
N 0.39 2.61 -0.58
C -0.60 -0.22 -2.59
C -1.00 -1.42 -3.47
C 0.27 -2.33 -3.60
C 0.29 -3.50 -2.64
C -0.28 -3.27 -1.46
C -2.15 -2.49 -0.25
N -0.54 -0.87 -1.30
H -3.43 -1.10 2.53
H -2.79 0.27 3.42
H -1.75 -0.61 2.27
H -5.07 1.16 2.27
H -5.78 2.63 0.38
H -4.28 2.78 -1.62
H 0.38 3.53 -3.80
H 2.45 4.76 -3.07
H 3.13 4.55 -0.69
H 2.78 3.80 1.43
H 2.29 2.10 1.38
H 1.15 3.32 1.93
H -1.47 -1.19 -4.43
H 0.44 -2.62 -4.64
H 0.96 -4.32 -2.85
H -3.00 -3.06 -0.65
H -2.53 -1.59 0.24
H -1.80 -4.01 1.11